No. 1
{
  "formula": "C29H43Cl4FO21",
  "method": "the ωB97M-V functional and the def2-TZVPD basis",
  "symbols": ["Cl", "Cl", "Cl", "Cl", "F", "O", "O", "O", "O", "O", "O", "O", "O", "O", "O", "O", "O", "O", "O", "O", "O", "O", "O", "O", "O", "O", "C", "C", "C", "C", "C", "C", "C", "C", "C", "C", "C", "C", "C", "C", "C", "C", "C", "C", "C", "C", "C", "C", "C", "C", "C", "C", "C", "C", "C", "H", "H", "H", "H", "H", "H", "H", "H", "H", "H", "H", "H", "H", "H", "H", "H", "H", "H", "H", "H", "H", "H", "H", "H", "H", "H", "H", "H", "H", "H", "H", "H", "H", "H", "H", "H", "H", "H", "H", "H", "H", "H", "H"],
  "xyz": [[-4.8605, 1.9768, -3.3725], [5.1168, -0.2745, -1.6072], [3.9574, 2.2315, -0.7002], [-3.2029, 0.6236, -5.3210], [3.1709, -0.2171, 3.1172], [-2.2756, -3.5867, -0.0858], [-1.0059, 0.4361, -0.9796], [-0.3884, 2.5738, -0.9132], [0.3804, -1.8438, -4.7812], [-0.2897, 8.6889, -0.7673], [6.5233, 1.9800, 2.3858], [-0.1638, -4.0340, -0.7188], [5.5937, 1.2354, 4.2970], [-0.7747, 4.3211, 2.8506], [1.1225, 0.9066, -0.6267], [1.5066, -3.7190, -4.5075], [-2.5707, -1.3337, 3.2963], [-1.6633, -5.6812, -0.4456], [-1.3252, 7.6901, -2.4920], [-0.7740, 6.5105, -0.6904], [-0.5075, -0.7789, 3.8625], [2.1234, -1.8743, -3.3701], [5.2698, 0.1125, 2.4009], [-0.8073, 5.2672, 4.8902], [-1.5534, 0.3831, 2.2431], [1.1215, 4.9669, 3.7819], [-3.0070, -5.8004, 0.0347], [-2.9874, -3.3459, 4.5930], [1.0435, -0.5242, -0.5511], [-0.2170, 4.8914, 3.9299], [-0.8478, -1.9543, 4.5847], [0.0535, -5.3665, -5.4340], [4.0604, 1.0603, -2.0342], [1.3984, -2.4204, -4.1382], [-3.2143, 1.7922, -3.9837], [1.5418, 4.2807, 2.5994], [-1.3064, 5.5439, -1.5861], [-0.3193, -2.8065, -5.5957], [-2.3811, -1.9601, 4.5958], [2.1729, 2.9654, 2.9943], [-0.7628, 7.7294, -1.2790], [-1.5697, -0.4642, 3.0702], [4.4918, -0.5584, 3.3404], [-1.2591, -4.3838, -0.4245], [5.8578, 1.2071, 2.9787], [4.9634, 0.0251, 4.6723], [-1.6380, 5.9598, -4.1050], [-3.4130, -4.3470, 0.3593], [0.6576, -3.9866, -5.6200], [-0.1119, 1.4150, -0.8601], [0.2196, 4.0686, 1.8521], [-3.0094, -6.6795, 1.2574], [-1.9500, 6.4143, -2.7108], [-0.4396, -0.8494, -0.7423], [1.6750, -1.0868, 0.7170], [2.6303, -0.5829, 0.8473], [4.1440, 0.1924, 5.3660], [1.6070, 2.3770, 3.7248], [-0.6902, -1.4782, -1.5962], [2.2803, 4.8422, 2.0333], [-2.6087, 1.3915, -3.1760], [3.1170, 3.1080, 3.5351], [0.8245, -6.1297, -5.4937], [-2.7728, 2.7283, -4.3042], [4.5673, -1.6430, 3.3187], [-0.5076, -2.8147, 3.9985], [-3.0139, 6.4812, -2.4899], [1.8302, -2.1479, 0.5260], [-2.0921, 6.6791, -4.8061], [-3.5545, -4.1667, 1.4237], [-0.3574, -2.0158, 5.5539], [-2.1780, 5.0403, -1.1653], [-0.4266, -5.4128, -4.4555], [3.0592, 0.6989, -2.2421], [-4.2391, -3.9483, -0.2264], [-0.6956, -5.5500, -6.2068], [-3.9908, -3.2871, 4.1711], [-0.5124, -2.3220, -6.5447], [-0.5874, 4.7913, -1.8923], [-3.9972, -6.8000, 1.7150], [-0.5909, 5.9519, -4.3894], [4.4499, 1.5327, -2.9290], [-3.6354, -6.1562, -0.7805], [1.2630, -3.9818, -6.5340], [5.6846, -0.6573, 5.1304], [-0.8854, -1.3577, 0.1136], [1.6020, -0.9680, -1.3744], [-2.8248, -1.2932, 5.3356], [1.0814, -0.8940, 1.6108], [-2.4365, -4.0383, 3.9584], [2.3875, 2.3084, 2.1509], [-2.9797, -3.6678, 5.6339], [-1.2266, -3.0923, -5.0610], [-2.3586, -6.2908, 2.0406], [0.0891, 3.0407, 1.5304], [-2.7355, -7.7110, 1.0302], [0.0808, 4.7823, 1.0414], [-2.2254, 5.0812, -4.3831]],
  "forces_ev_per_a": [[0.1, 0.3, 0.0], [0.1, -0.3, 0.0], [0.1, 0.0, -0.3], [0.2, 0.1, -0.1], [0.2, -0.2, 0.2], [0.1, 0.4, 0.5], [-0.9, 0.0, -0.1], [0.2, 0.2, -0.3], [-0.4, 0.4, -0.2], [0.0, 0.3, -0.1], [-0.1, 0.2, 0.0], [0.2, 0.3, 0.0], [0.0, 0.1, 0.2], [-0.2, 0.1, 0.1], [-0.7, 0.2, 0.0], [0.3, 0.3, 0.2], [-0.8, 0.2, 0.2], [0.0, 0.2, 0.1], [-0.5, 0.1, -0.3], [0.0, -0.3, -0.1], [-0.2, 0.3, 0.4], [0.0, 0.1, 0.1], [0.0, -0.6, 0.1], [-0.1, 0.1, 0.2], [-0.1, 0.2, -0.1], [0.4, 0.5, 0.0], [-0.3, 0.5, 0.3], [-0.1, 0.6, 0.0], [0.4, -1.4, 0.0], [0.2, -0.1, -0.2], [-0.1, -0.7, 0.2], [-0.2, 0.4, 0.0], [-0.3, 0.3, 0.0], [0.3, -0.5, -0.2], [0.2, -0.5, 0.4], [-0.3, -1.2, 0.0], [-1.6, 0.2, -0.6], [0.4, -0.1, 0.8], [0.9, -0.1, -1.2], [0.8, -0.7, 0.9], [0.3, -0.1, 0.5], [0.7, -0.4, -0.2], [-0.3, 0.7, 0.6], [-0.2, -0.8, -0.3], [0.2, 0.0, -0.3], [-0.1, -0.6, -0.1], [-1.6, 0.9, -1.3], [0.6, 0.4, -0.6], [-0.1, -0.5, -0.5], [0.4, -0.5, 0.6], [0.0, 0.2, 0.1], [-0.5, -0.9, 0.3], [1.6, -0.6, 0.6], [0.0, -0.1, -0.1], [-0.2, 0.8, -0.5], [0.1, -0.2, 0.0], [0.0, 0.2, -0.1], [-0.6, 0.2, -0.3], [0.4, 0.1, -0.2], [-0.2, 0.5, 0.1], [0.0, -0.1, 0.0], [0.1, 0.3, -0.3], [0.0, 0.0, 0.0], [-0.4, 0.1, -0.2], [0.1, 0.0, -0.6], [0.0, 0.0, 0.0], [-0.1, 0.3, -0.4], [0.0, -0.1, 0.3], [0.2, 0.2, 0.2], [-0.1, 0.0, 0.0], [0.0, 0.5, 0.0], [0.5, -0.3, 0.7], [0.0, -0.1, 0.0], [0.0, -0.2, 0.2], [-0.3, -0.3, 0.2], [0.0, -0.1, 0.0], [-0.2, -0.1, 0.4], [-0.2, -0.2, -0.1], [0.3, 0.2, -0.1], [-0.1, 0.4, -0.2], [0.2, -0.5, 0.4], [0.1, 0.2, 0.2], [0.1, -0.4, 0.1], [0.0, 0.2, 0.1], [0.1, 0.2, 0.0], [-0.1, 0.5, 0.2], [0.1, 0.4, -0.2], [0.0, -0.1, 0.1], [-0.1, -0.1, 0.0], [0.3, 0.0, 0.1], [-0.1, 0.2, -0.2], [-0.3, -0.4, -0.1], [-0.2, 0.2, -0.2], [0.2, 0.1, -0.2], [0.0, 0.1, -0.2], [0.4, 0.2, -0.1], [-0.1, -0.2, -0.1], [0.6, -0.5, 0.3]],
  "homo_lumo_gap_ev": 10.212,
  "smiles": "O=C1OC[C@@H](F)O1.C[C@H]1COC(=O)O1.C[C@H]1COC(=O)O1.C[C@H]1COC(=O)O1.C[C@H]1COC(=O)O1.C[C@H]1COC(=O)O1.C[C@H]1COC(=O)O1.ClCCl.ClCCl",
  "fmax_ev_per_a": 2.2,
  "e_tot_ha": -4651.61609
}

No. 2
{
  "formula": "C29H43Ge2N6O2RuS2",
  "method": "the ωB97M-V functional and the def2-TZVPD basis",
  "symbols": ["Ru", "Ge", "Ge", "S", "S", "O", "O", "N", "N", "N", "N", "N", "N", "C", "C", "C", "C", "C", "C", "C", "C", "C", "C", "C", "C", "C", "C", "C", "C", "C", "C", "C", "C", "C", "C", "C", "C", "C", "C", "C", "C", "C", "H", "H", "H", "H", "H", "H", "H", "H", "H", "H", "H", "H", "H", "H", "H", "H", "H", "H", "H", "H", "H", "H", "H", "H", "H", "H", "H", "H", "H", "H", "H", "H", "H", "H", "H", "H", "H", "H", "H", "H", "H", "H", "H"],
  "xyz": [[-0.3703, -0.0516, -0.0795], [-0.0501, -0.5075, -2.4608], [2.0637, -0.4322, 0.1373], [0.0929, 2.1128, -0.6873], [-1.7819, 0.7971, 2.0743], [-0.4707, 0.1567, 2.3025], [-1.7043, 2.1537, 1.6108], [-2.3638, -0.0828, 0.7989], [-1.2599, -1.9768, 0.2317], [-1.5025, 4.1756, -0.3412], [-5.7873, 0.7219, 6.3975], [-2.8803, -2.0762, 1.9462], [-2.5138, 2.2576, -1.1782], [-0.3721, 4.8847, 0.2217], [-3.9775, -0.3705, 5.2656], [6.9858, -0.9821, -2.4118], [-2.9001, 0.7487, 3.4472], [5.0923, -0.9611, -0.9385], [6.4438, -1.1467, -1.1366], [4.0852, 1.1419, 1.7883], [-1.1079, -3.3060, 0.2812], [-0.0291, 1.0058, -5.0567], [-2.6907, -3.3826, 2.0318], [-1.4592, 2.9069, -0.6931], [-4.8416, 0.7375, 5.4475], [-0.8618, 0.8221, -3.8023], [-4.6865, 1.8621, 4.6037], [-2.2079, -1.4263, 1.0191], [6.1608, -0.6254, -3.4755], [2.7012, 1.2237, 1.1684], [2.8100, -0.5771, -1.7880], [-3.8663, 2.7669, -1.1262], [1.8871, -0.6145, -2.7773], [-0.7391, -2.5094, -4.5822], [-1.8359, -4.0686, 1.1756], [3.2546, -2.8524, 1.6029], [4.8094, -0.4365, -3.2812], [4.2383, -0.6370, -2.0051], [-3.0148, -0.3564, 4.2866], [-0.7002, -2.3824, -3.0796], [-3.7379, 1.8527, 3.6076], [1.9558, -2.1517, 1.2379], [-1.4536, -1.8103, -5.0431], [-0.5698, 1.6599, -5.7568], [4.8760, 1.0961, 1.0257], [7.0936, -1.4089, -0.3009], [4.1906, 0.2782, 2.4642], [-0.0017, -3.1165, -2.6466], [-3.9667, 3.6794, -1.7362], [-0.7118, 5.8637, 0.5842], [1.9331, 1.3503, 1.9452], [-0.3964, -3.7403, -0.4160], [-1.6995, -2.5196, -2.6469], [4.6637, -1.0919, 0.0607], [4.2537, 2.0502, 2.3853], [6.5880, -0.4874, -4.4702], [0.4084, 5.0376, -0.5377], [-4.0810, -1.2405, 5.9151], [0.1603, 0.0570, -5.5776], [2.6456, 2.0729, 0.4724], [-1.7238, -5.1520, 1.2259], [-2.3963, 1.2632, -1.3633], [4.1815, -0.1337, -4.1203], [-4.5431, 2.0066, -1.5347], [0.9324, 1.4889, -4.8276], [-1.8748, 0.4590, -4.0522], [-2.3921, 4.6691, -0.3735], [8.0564, -1.1160, -2.5706], [-2.3399, -1.2059, 4.1669], [2.2201, -0.7918, -3.8151], [-5.9025, -0.0786, 7.0068], [3.9174, -2.2224, 2.2189], [-6.4020, 1.5165, 6.5238], [-4.1700, 2.9857, -0.0897], [1.3221, -2.8458, 0.6619], [-1.0658, -3.5234, -4.8487], [3.8040, -3.1841, 0.7098], [-0.9573, 1.7914, -3.2844], [-3.6140, 2.7190, 2.9499], [3.0172, -3.7480, 2.1946], [-3.2508, -3.8850, 2.8152], [-5.3271, 2.7337, 4.7416], [0.0534, 4.3193, 1.0619], [1.4057, -1.8465, 2.1370], [0.2495, -2.3639, -5.0380]],
  "forces_ev_per_a": [[0.0, 0.3, -1.6], [-0.3, -0.7, -1.8], [0.3, 0.1, 0.5], [0.5, -0.4, 0.0], [0.9, -0.1, -2.2], [-0.7, 0.2, 1.3], [-0.9, 0.0, 1.5], [-0.1, 1.5, 1.3], [-0.4, 0.3, 0.3], [-0.8, -0.1, -0.1], [0.8, 0.1, -0.8], [-0.4, 0.3, 0.0], [0.2, -0.1, 0.2], [0.7, 0.5, 0.3], [0.5, -0.8, 0.1], [0.4, 0.0, 0.0], [-0.1, 0.0, 0.1], [0.8, -0.3, 1.0], [-0.3, 0.0, 0.8], [0.3, 0.0, 0.2], [0.0, -0.2, -0.1], [0.2, 0.0, -0.4], [0.1, -0.3, 0.0], [-0.1, -0.1, -0.7], [-0.7, -0.1, 0.7], [-0.1, -0.1, 1.0], [-0.1, 0.8, -0.6], [0.0, -1.6, 0.1], [-0.5, 0.3, -0.8], [-0.2, -0.8, -0.6], [1.0, 0.0, 1.6], [-0.5, 0.3, -0.1], [-0.4, 0.1, -1.2], [-0.1, 0.0, -0.6], [0.1, -0.3, -0.1], [0.3, -0.1, 0.2], [0.5, 0.0, -0.9], [-1.3, 0.0, -0.1], [0.2, -0.8, 0.6], [0.4, 0.8, 1.0], [-0.3, 0.8, -0.1], [0.1, 0.5, -0.7], [0.3, -0.2, 0.1], [0.2, -0.2, 0.1], [-0.2, 0.0, 0.3], [-0.2, 0.0, -0.2], [0.0, 0.3, -0.2], [-0.3, 0.2, 0.0], [0.0, -0.3, 0.2], [0.1, -0.4, -0.2], [0.1, 0.0, -0.3], [-0.1, 0.0, 0.2], [0.2, -0.1, 0.0], [0.2, 0.0, -0.3], [0.1, -0.3, -0.1], [-0.1, 0.0, 0.3], [-0.3, 0.0, 0.3], [0.1, 0.2, -0.1], [0.0, 0.3, 0.1], [-0.1, -0.2, 0.2], [0.0, 0.4, 0.0], [0.0, 0.6, 0.1], [0.2, -0.1, 0.2], [0.2, 0.3, 0.1], [-0.2, -0.2, -0.1], [0.4, 0.1, 0.2], [0.3, -0.2, -0.1], [-0.3, 0.0, 0.0], [-0.3, 0.4, 0.1], [-0.1, 0.1, 0.4], [-0.1, 0.0, 0.1], [-0.2, -0.2, -0.3], [-0.1, 0.0, 0.1], [0.1, -0.1, -0.3], [0.2, 0.4, 0.2], [0.1, 0.2, 0.0], [-0.1, 0.1, 0.3], [-0.1, -0.4, -0.2], [-0.1, -0.4, 0.3], [0.2, 0.2, -0.1], [0.1, -0.1, -0.1], [0.2, -0.2, 0.0], [-0.2, 0.2, -0.2], [0.0, 0.0, -0.2], [-0.3, 0.0, 0.1]],
  "homo_lumo_gap_ev": [8.046, 4.536],
  "s_squared": 6.0887,
  "multiplicity": 5,
  "e_above_lowest_ev": 0.000,
  "charge": 3,
  "fmax_ev_per_a": 2.4,
  "e_tot_ha": -6653.93212
}

No. 3
{
  "formula": "C29H44As2MnNOSSb",
  "method": "the ωB97M-V functional and the def2-TZVPD basis",
  "symbols": ["Sb", "As", "As", "Mn", "S", "O", "N", "C", "C", "C", "C", "C", "C", "C", "C", "C", "C", "C", "C", "C", "C", "C", "C", "C", "C", "C", "C", "C", "C", "C", "C", "C", "C", "C", "C", "C", "H", "H", "H", "H", "H", "H", "H", "H", "H", "H", "H", "H", "H", "H", "H", "H", "H", "H", "H", "H", "H", "H", "H", "H", "H", "H", "H", "H", "H", "H", "H", "H", "H", "H", "H", "H", "H", "H", "H", "H", "H", "H", "H", "H"],
  "xyz": [[0.0534, 3.1711, -0.5814], [-1.7476, -0.1464, 1.4881], [1.1871, -1.6592, 1.1846], [0.4959, 0.5850, 0.2977], [0.4097, 0.9978, 2.9186], [0.7987, 1.8458, 1.7723], [2.3862, 0.7186, -0.6815], [-2.8466, -2.8283, 0.9618], [-0.9077, -0.8875, -2.1872], [-2.1747, -2.5033, -3.5282], [-3.5797, 0.2732, 0.8479], [-0.6810, 2.1453, 3.8906], [-1.9755, -2.5063, -5.9236], [-2.3821, -0.5956, 3.3887], [3.9787, 1.5016, -2.1023], [4.5909, 1.2394, -0.8788], [1.8103, 1.2916, 4.1284], [0.7300, 4.8323, 0.6596], [-0.6537, 4.3761, -2.2512], [-2.7794, -4.2036, 0.8218], [1.8574, -2.5842, 2.8421], [-0.4562, -2.7045, 1.0658], [-2.5228, -3.0221, -4.7595], [2.2377, -2.6277, -0.1627], [1.6349, 1.2637, -3.0481], [-1.5517, -4.8402, 0.8237], [-1.6916, -2.0629, 1.0892], [3.5995, 0.7550, -0.0418], [-0.7389, -0.9126, -4.6243], [-1.0831, -1.4496, -5.8463], [3.8358, 0.2875, 1.3514], [2.6387, 1.1750, -1.9504], [-1.9254, 3.2843, 0.3067], [-0.5718, -0.3350, -1.1403], [-0.3983, -4.0859, 0.9376], [-1.2716, -1.4383, -3.4391], [1.5528, -3.0579, -0.8968], [1.8133, 4.8476, 0.7218], [1.8562, -3.6660, 2.7060], [-2.5986, -2.9128, -2.6213], [-2.2155, 4.3226, 0.4387], [-2.6399, 2.7863, -0.3439], [-4.3217, -0.3849, 1.3044], [-1.4905, -5.9155, 0.7363], [3.0323, 0.6182, 2.0040], [-3.8205, -2.3575, 0.9862], [2.2325, 2.2704, 3.9327], [2.8731, -2.2547, 3.0704], [-0.8633, 1.7440, 4.8802], [0.3106, 4.7172, 1.6553], [-1.2776, 3.7646, -2.8926], [2.0085, 0.7059, -3.9081], [0.3814, 5.7603, 0.2191], [3.8972, -0.8093, 1.3908], [-3.2300, -3.8372, -4.8211], [1.2034, -2.3298, 3.6811], [1.4213, 1.2309, 5.1376], [-1.2249, 5.2209, -1.8903], [2.5595, 0.5195, 3.9789], [-1.9131, 2.7822, 1.2737], [-3.6136, 0.1754, -0.2387], [-2.2428, -2.9211, -6.8852], [1.4904, 2.3034, -3.3598], [-2.9106, 0.2381, 3.8537], [-3.6885, -4.7797, 0.7246], [-1.5134, -0.8479, 4.0043], [5.6221, 1.3795, -0.6172], [-3.8406, 1.2985, 1.1227], [-0.0531, -0.0828, -4.5818], [-0.1740, 3.1016, 3.9415], [-3.0482, -1.4570, 3.3659], [0.5696, -4.5770, 0.9428], [0.1859, 4.7383, -2.8290], [0.6835, 0.8460, -2.7206], [-1.6185, 2.2518, 3.3467], [-0.6527, -1.0409, -6.7495], [4.4432, 1.8736, -2.9973], [2.8652, -1.8997, -0.6808], [2.8667, -3.4112, 0.2696], [4.7772, 0.6958, 1.7152]],
  "forces_ev_per_a": [[-1.0, 1.9, -0.4], [-2.9, -1.2, 1.0], [0.5, -2.4, 0.6], [1.3, -0.2, -3.0], [0.5, 1.2, 5.4], [0.7, 1.6, -0.3], [0.5, 0.0, 0.0], [-0.1, 0.2, 0.0], [0.2, 0.7, 1.5], [0.1, 0.1, 0.1], [0.2, 0.1, -0.1], [0.0, -0.7, -0.7], [0.0, 0.0, 0.0], [0.3, 0.4, -0.3], [-0.7, 0.0, -0.2], [-0.2, -0.3, 0.7], [-0.4, -0.6, -0.6], [0.1, -0.4, -0.4], [0.4, -0.3, 0.2], [-0.1, 0.0, 0.0], [-0.1, 0.6, -0.2], [-0.1, 0.2, 0.0], [-0.1, -0.1, -0.2], [0.2, 0.2, -0.2], [-0.2, 0.1, 0.2], [0.1, -0.1, 0.0], [0.2, -0.2, 0.0], [0.6, 0.3, -0.1], [0.0, 0.0, 0.2], [0.0, 0.0, -0.2], [-0.2, -0.2, -0.2], [0.6, 0.2, -0.4], [0.2, -0.2, 0.0], [-0.9, -0.9, -1.5], [0.2, -0.1, 0.1], [-0.2, -0.3, -0.7], [0.0, 0.1, 0.1], [0.1, 0.0, 0.0], [-0.1, 0.1, -0.1], [0.0, 0.0, 0.1], [0.0, 0.1, 0.0], [-0.1, 0.0, 0.0], [0.2, 0.0, 0.0], [0.0, -0.1, 0.0], [0.1, 0.0, 0.1], [0.0, 0.0, 0.0], [0.0, 0.2, -0.1], [-0.1, 0.0, -0.1], [0.0, -0.1, 0.1], [0.0, -0.1, 0.1], [-0.1, -0.2, -0.1], [-0.2, 0.0, -0.1], [-0.1, 0.1, 0.0], [0.1, 0.0, 0.2], [0.0, -0.1, 0.0], [0.0, 0.0, -0.1], [-0.1, 0.0, 0.1], [-0.1, 0.2, 0.2], [0.0, 0.0, 0.0], [-0.1, 0.1, 0.0], [0.0, 0.0, 0.1], [0.0, 0.0, 0.0], [-0.1, 0.0, -0.1], [0.0, 0.1, -0.1], [-0.1, 0.0, 0.0], [-0.1, 0.0, 0.0], [0.3, 0.0, 0.1], [0.2, -0.1, 0.0], [0.1, 0.1, 0.1], [0.2, 0.1, -0.1], [0.1, 0.0, -0.1], [-0.1, 0.0, -0.1], [0.2, 0.1, -0.2], [0.1, 0.1, -0.3], [0.0, 0.0, 0.0], [0.0, 0.0, -0.1], [0.0, 0.1, -0.2], [0.0, 0.0, 0.1], [-0.2, 0.1, 0.1], [0.0, 0.0, 0.1]],
  "homo_lumo_gap_ev": [6.167, 6.127],
  "s_squared": 8.7694,
  "multiplicity": 6,
  "e_above_lowest_ev": 2.660,
  "fmax_ev_per_a": 5.5,
  "e_tot_ha": -7522.21044
}